# C5H7FN2O6

One molecule with the formula C5H7FN2O6 in a non-equilibrium geometry (the ωB97M-V functional and the def2-TZVPD basis, the OMol25 dataset).

Geometry (Å):
1 C 0.29 0.89 -0.35
2 C 0.26 -1.44 0.07
3 C 1.06 -0.22 0.36
4 C -1.08 0.22 -0.71
5 C 2.70 -0.06 -0.43
6 N 3.62 -1.06 0.21
7 N 3.14 1.34 0.00
8 O 3.55 -1.05 1.41
9 O 3.34 1.42 1.16
10 O 4.29 -1.76 -0.55
11 O 3.40 2.10 -0.89
12 O -0.72 -1.11 -0.81
13 O -2.08 0.46 0.24
14 F 2.61 -0.18 -1.74
15 H 0.09 1.79 0.24
16 H 0.76 1.22 -1.31
17 H 0.89 -2.37 -0.37
18 H -0.28 -1.84 0.89
19 H 1.31 -0.24 1.37
20 H -1.59 0.48 -1.62
21 H -1.59 0.49 1.14

Its total charge is 0. Its structure (SMILES) is O=[N+]([O-])C(F)([C@@H]1CO[C@@H](O)C1)[N+](=O)[O-]. Its spin multiplicity is 1. The value obtained for the HOMO-LUMO gap is 9.6 eV.


# C5H7FN3

C5H7FN3 as an isolated structure in a non-equilibrium geometry (the ωB97M-V functional and the def2-TZVPD basis, the OMol25 dataset).

Geometry (Å):
1 C 4.01 3.10 -0.32
2 H 5.64 1.89 0.18
3 F 2.29 2.91 -0.20
4 C 4.60 1.98 0.56
5 N 4.12 4.37 0.30
6 H 3.55 4.48 1.16
7 H 3.91 5.10 -0.37
8 C 4.25 2.75 -1.79
9 N 4.77 1.89 -2.45
10 C 3.94 0.61 0.39
11 H 2.85 0.66 0.53
12 H 4.15 0.23 -0.62
13 H 4.37 -0.13 1.08
14 C 4.67 2.35 1.97
15 N 4.74 2.59 3.10
16 H 4.77 3.92 -1.66

Its total charge is -1. Its spin multiplicity is 1. The value obtained for the HOMO-LUMO gap is 6.4 eV.


# C5H7FO

One molecule with the formula C5H7FO in a non-equilibrium geometry (the ωB97M-V functional and the def2-TZVPD basis, the OMol25 dataset).

Geometry (Å):
1 C 1.72 0.96 -0.22
2 C 1.25 -0.48 -0.05
3 C -0.12 -0.87 0.18
4 C -1.28 0.02 0.29
5 C -2.54 -0.24 -0.15
6 H 0.93 1.62 0.15
7 H 2.63 1.14 0.44
8 H 1.96 1.17 -1.27
9 H 1.93 -1.24 -0.51
10 H -0.30 -1.87 -0.20
11 H -2.75 -1.17 -0.60
12 H -3.28 0.58 -0.16
13 O 0.87 -0.83 1.24
14 F -1.02 1.20 0.86

Its total charge is 0. Its structure (SMILES) is C=C(F)[C@@H]1O[C@@H]1C. Its spin multiplicity is 1. The value obtained for the HOMO-LUMO gap is 10.6 eV.


# C5H7FO2

A 2-piece molecular cluster, C5H7FO2 overall in a non-equilibrium geometry (the ωB97M-V functional and the def2-TZVPD basis, the OMol25 dataset).

Geometry (Å):
1 C 2.20 -0.91 -0.23
2 C 0.83 -0.40 0.32
3 C -0.98 0.43 -0.42
4 C -2.14 0.48 0.42
5 C 0.42 1.04 0.04
6 H 2.45 0.03 -1.34
7 H 1.74 -2.10 -0.40
8 H 3.20 -0.77 0.59
9 H 0.80 -0.79 1.36
10 H -1.26 0.73 -1.52
11 H -2.58 1.64 0.88
12 H -2.13 -0.25 1.42
13 O -0.46 -0.96 -0.38
14 O 1.04 2.10 -0.31
15 F -3.12 -0.27 -0.43

Its total charge is 0. Its spin multiplicity is 1. The value obtained for the HOMO-LUMO gap is 10.2 eV.


# C5H7FS2

One molecule with the formula C5H7FS2 in a non-equilibrium geometry (the ωB97M-V functional and the def2-TZVPD basis, the OMol25 dataset).

Geometry (Å):
1 C -0.07 -1.84 0.07
2 C -0.10 -0.52 0.69
3 C -1.38 0.15 1.09
4 C -0.61 0.65 -0.13
5 C 1.58 1.96 -1.21
6 H 0.86 -2.02 -0.46
7 H -0.88 -2.01 -0.67
8 H -0.32 -2.66 0.75
9 H -1.31 0.80 1.96
10 H -2.27 -0.44 0.85
11 H -1.05 0.38 -1.09
12 H 2.11 2.91 -1.34
13 F 0.99 -0.22 1.54
14 S 0.33 2.19 -0.02
15 S 2.12 0.68 -2.04

Its total charge is 0. Its structure (SMILES) is C[C@]1(F)C[C@H]1SC=S. Its spin multiplicity is 1. The value obtained for the HOMO-LUMO gap is 8.6 eV.


# C5H7I

One molecule with the formula C5H7I in a non-equilibrium geometry (the ωB97M-V functional and the def2-TZVPD basis, the OMol25 dataset).

Geometry (Å):
1 C -0.55 1.94 0.60
2 C -0.06 0.73 0.35
3 C -0.88 1.32 -0.80
4 C 0.18 -1.70 -0.09
5 C 0.67 -0.46 0.63
6 I 2.77 -0.02 -0.06
7 H -0.81 2.64 1.28
8 H -1.80 0.79 -0.83
9 H -0.54 1.82 -1.72
10 H 0.44 -1.79 -1.24
11 H 0.69 -2.68 0.22
12 H -0.87 -1.98 0.02
13 H 0.76 -0.61 1.64

Its total charge is 0. Its structure (SMILES) is C[C@@H](I)C1=CC1. Its spin multiplicity is 1. The value obtained for the HOMO-LUMO gap is 8.8 eV.


# C5H7INPS

One molecule with the formula C5H7INPS in a non-equilibrium geometry (the ωB97M-V functional and the def2-TZVPD basis, the OMol25 dataset).

Geometry (Å):
1 C -1.60 0.17 0.05
2 C 0.89 0.94 0.29
3 C 0.68 -1.33 -0.37
4 C 1.35 -2.60 -0.72
5 C -2.76 0.77 0.54
6 N 1.17 -0.18 -0.17
7 P 0.65 2.54 -0.40
8 S -1.13 -1.40 -0.24
9 I -4.89 -0.20 0.41
10 H 2.47 -2.49 -1.11
11 H 1.46 -3.34 0.14
12 H 0.83 -3.08 -1.51
13 H -3.09 1.71 0.31
14 H -2.66 0.84 1.62
15 H 1.99 2.73 -0.55
16 H 0.68 3.52 0.64

Its total charge is 0. As for the expectation value of S²: 2.077. Its spin multiplicity is 3. The value obtained for the HOMO-LUMO gap (spin up / spin down) is 6.4 / 5.4 eV.


# C5H7IS

A 2-piece molecular cluster, C5H7IS overall in a non-equilibrium geometry (the ωB97M-V functional and the def2-TZVPD basis, the OMol25 dataset).

Geometry (Å):
1 C 1.22 1.54 0.15
2 C 1.09 -0.86 -0.61
3 C -0.05 0.01 -1.27
4 C 0.50 0.32 0.15
5 C -0.41 0.02 1.39
6 S 2.09 2.77 -0.28
7 I -4.16 -1.05 -0.16
8 H 0.67 -1.80 -0.16
9 H 2.06 -0.98 -1.04
10 H 0.17 0.64 -2.01
11 H -1.16 -0.36 -1.18
12 H 0.16 -0.39 2.19
13 H -1.11 -0.70 1.21
14 H -1.06 0.84 1.61

Its total charge is 0. Its spin multiplicity is 1. The value obtained for the HOMO-LUMO gap (spin up / spin down) is 5.3 / 2.3 eV.


# C5H7N

One molecule with the formula C5H7N in a non-equilibrium geometry (the ωB97M-V functional and the def2-TZVPD basis, the OMol25 dataset).

Geometry (Å):
1 C 1.10 -0.01 -0.34
2 C 0.89 -0.95 0.66
3 C -0.14 -0.82 -0.49
4 C -1.39 -0.34 -0.15
5 C -2.25 0.47 0.21
6 H 1.90 1.60 0.51
7 H 0.82 2.06 -0.69
8 H 1.90 -0.12 -1.13
9 H 0.53 -0.50 1.56
10 H 1.57 -1.85 0.73
11 H -0.13 -1.65 -1.16
12 H -3.10 1.03 0.32
13 N 1.03 1.33 0.08

Its total charge is 0. Its structure (SMILES) is C#C[C@@H]1C[C@@H]1N. Its spin multiplicity is 1. The value obtained for the HOMO-LUMO gap is 9.8 eV.


# C5H7N

One molecule with the formula C5H7N in a non-equilibrium geometry (the ωB97M-V functional and the def2-TZVPD basis, the OMol25 dataset).

Geometry (Å):
1 C 0.43 -1.19 0.03
2 C 1.15 -0.01 -0.59
3 C 0.59 1.19 -0.44
4 C -0.70 1.40 0.17
5 N -1.79 -0.03 0.12
6 C -0.77 -0.64 0.75
7 H 1.08 -1.75 0.72
8 H 0.15 -1.90 -0.77
9 H 2.07 -0.16 -1.13
10 H 1.11 2.09 -0.79
11 H -0.63 2.16 0.99
12 H -1.82 -0.34 -0.86
13 H -0.88 -0.82 1.82

Its total charge is 0. Its spin multiplicity is 1. The value obtained for the HOMO-LUMO gap is 8.2 eV.


# C5H7N

One molecule with the formula C5H7N in a non-equilibrium geometry (the ωB97M-V functional and the def2-TZVPD basis, the OMol25 dataset).

Geometry (Å):
1 N -1.19 0.52 -1.72
2 C -0.82 -0.62 -1.68
3 C -0.03 -1.32 -0.70
4 C -0.14 -0.12 0.51
5 C -0.47 1.15 -0.22
6 C 0.97 0.28 1.28
7 H 1.01 -1.47 -1.02
8 H -0.44 -2.26 -0.33
9 H -0.98 -0.45 1.13
10 H -1.19 1.81 0.26
11 H 0.38 1.68 -0.65
12 H 1.84 0.70 0.79
13 H 1.05 0.10 2.35

Its total charge is 0. Its spin multiplicity is 1. The value obtained for the HOMO-LUMO gap (spin up / spin down) is 7.8 / 8.1 eV.


# C5H7N

One molecule with the formula C5H7N in a non-equilibrium geometry (the ωB97M-V functional and the def2-TZVPD basis, the OMol25 dataset).

Geometry (Å):
1 C -1.28 1.13 0.98
2 C -0.46 0.16 0.16
3 C 0.89 0.31 0.07
4 N 1.59 -0.66 -0.61
5 C 0.96 -1.58 -1.31
6 C -1.08 -0.96 -0.38
7 H -1.17 0.87 2.04
8 H -0.88 2.14 0.82
9 H -2.35 1.14 0.75
10 H 1.44 1.16 0.44
11 H 2.60 -0.67 -0.45
12 H 1.73 -2.35 -1.60
13 H -2.00 -0.66 -0.95

Its total charge is 0. Its spin multiplicity is 1. The value obtained for the HOMO-LUMO gap is 8.0 eV.


Result set for total energy: -855.26701; -458.75434; -369.75004; -444.83286; -1090.90167; -492.28566; -1286.44279; -890.42742; -249.34356; -249.30910; -249.30114; -249.27362 hartree, one per record in the order listed.